[1]
Here is a molecular structure, C62H58N3O5P2S4Ti from the OMol25 dataset. Energies are from the ωB97M-V functional and the def2-TZVPD basis.

```
! wB97M-V def2-TZVPD RIJCOSX def2/J DEFGRID3
* xyz 1 1
Ti 1.097 -0.636 0.065
C -1.782 -1.535 -0.791
N -0.956 -1.434 0.444
C -0.742 -2.781 1.037
C 0.259 -3.648 0.285
N 1.375 -2.896 -0.378
C 2.690 -3.259 0.245
C 1.443 -3.272 -1.793
C 1.624 -4.599 -2.171
C 1.706 -4.931 -3.511
C 1.608 -3.937 -4.479
C 1.423 -2.620 -4.105
C 1.337 -2.282 -2.752
S 1.062 -0.613 -2.287
C -1.667 -0.595 1.417
C -2.657 -1.099 2.253
C -3.298 -0.253 3.148
C -2.966 1.095 3.192
C -1.985 1.597 2.354
C -1.323 0.749 1.470
S -0.043 1.355 0.432
H -1.289 -2.189 -1.508
H -1.882 -0.546 -1.236
H -2.764 -1.939 -0.530
H -1.689 -3.326 1.034
H -0.445 -2.648 2.074
H -0.254 -4.227 -0.479
H 0.676 -4.361 1.001
H 2.901 -4.315 0.074
H 2.672 -3.059 1.310
H 3.478 -2.670 -0.221
H 1.698 -5.378 -1.421
H 1.847 -5.964 -3.800
H 1.670 -4.193 -5.529
H 1.332 -1.839 -4.849
H -2.929 -2.146 2.234
H -4.053 -0.656 3.812
H -3.471 1.756 3.884
H -1.716 2.645 2.385
O 0.539 2.519 -3.917
S 0.918 2.417 -2.485
C 0.153 3.793 -1.623
C 0.864 4.784 -0.964
C 0.187 5.754 -0.238
C -1.196 5.728 -0.182
C -1.905 4.743 -0.860
C -1.250 3.758 -1.593
P -2.148 2.397 -2.467
C -2.381 3.089 -4.140
C -2.843 2.211 -5.118
C -3.079 2.652 -6.410
C -2.837 3.977 -6.746
C -2.362 4.855 -5.783
C -2.138 4.415 -4.486
C -3.832 2.553 -1.758
C -4.794 3.451 -2.221
C -6.054 3.494 -1.643
C -6.372 2.638 -0.596
C -5.428 1.735 -0.132
C -4.170 1.688 -0.718
C 2.634 2.911 -2.392
C 3.086 3.825 -3.338
C 4.407 4.230 -3.327
C 5.279 3.713 -2.372
C 4.831 2.776 -1.460
C 3.496 2.352 -1.460
P 3.121 1.038 -0.237
C 4.457 -0.156 -0.589
C 5.420 -0.560 0.333
C 6.340 -1.545 -0.004
C 6.313 -2.128 -1.262
C 5.379 -1.705 -2.199
C 4.458 -0.726 -1.867
C 3.428 1.862 1.353
C 3.631 1.136 2.529
C 3.725 1.787 3.748
C 3.591 3.167 3.817
C 3.364 3.893 2.659
C 3.284 3.246 1.434
H 1.946 4.815 -1.015
H 0.744 6.526 0.276
H -1.734 6.480 0.382
H -2.985 4.742 -0.811
H -3.016 1.170 -4.866
H -3.441 1.959 -7.159
H -3.013 4.322 -7.756
H -2.164 5.888 -6.041
H -1.764 5.111 -3.745
H -4.557 4.114 -3.045
H -6.792 4.194 -2.013
H -7.358 2.671 -0.151
H -5.672 1.059 0.679
H -3.437 0.976 -0.357
H 2.384 4.188 -4.079
H 4.761 4.943 -4.060
H 6.314 4.025 -2.351
H 5.530 2.360 -0.745
H 5.481 -0.105 1.310
H 7.082 -1.849 0.721
H 7.029 -2.899 -1.517
H 5.367 -2.135 -3.193
H 3.741 -0.397 -2.607
H 3.712 0.058 2.510
H 3.904 1.209 4.646
H 3.661 3.673 4.771
H 3.248 4.968 2.702
H 3.104 3.830 0.542
C -5.795 -4.163 2.301
C -4.431 -4.326 2.911
C -4.144 -3.770 4.157
C -2.898 -3.926 4.741
C -1.913 -4.629 4.060
C -2.181 -5.213 2.830
C -3.437 -5.060 2.264
S -0.311 -4.821 4.768
O 0.338 -5.940 4.149
O -0.446 -4.725 6.190
N 0.477 -3.492 4.171
C 0.280 -2.222 4.891
C 0.725 -1.023 4.030
C 1.825 -1.378 3.059
O 2.841 -1.946 3.376
O 1.576 -1.022 1.799
H -6.554 -4.635 2.926
H -5.845 -4.613 1.311
H -6.061 -3.109 2.209
H -4.916 -3.225 4.687
H -2.690 -3.525 5.725
H -1.419 -5.809 2.345
H -3.657 -5.531 1.313
H 1.463 -3.723 4.078
H 0.773 -2.243 5.862
H -0.790 -2.109 5.067
H 1.124 -0.235 4.673
H -0.117 -0.604 3.484
*
```

Values from the calculation:
strongest force on any atom = 0.9 eV/A
electronic energy = -6062.74202 a.u.
frontier orbital gap = 6.550 eV



[2]
Here is 10 unconnected molecules or ions with the total composition C42H88N4O22S6 in a non-equilibrium geometry from the OMol25 dataset. Energies are from the ωB97M-V functional and the def2-TZVPD basis.

```
! wB97M-V def2-TZVPD RIJCOSX def2/J DEFGRID3
* xyz 0 1
O -5.349 3.726 7.952
N -4.436 3.407 7.228
O -3.243 3.418 7.483
C -4.863 2.987 5.899
C -3.873 2.615 5.037
C -4.209 2.066 3.756
C -5.532 2.144 3.371
C -6.544 2.605 4.245
C -6.201 3.032 5.515
H -2.815 2.585 5.189
H -3.412 1.662 3.026
H -5.864 1.751 2.427
H -7.578 2.504 3.954
H -7.018 3.337 6.170
O -3.791 0.745 -0.115
N -3.175 0.085 -0.992
O -3.727 -0.508 -1.887
C -1.692 0.130 -1.022
C -1.024 -0.914 -1.708
C 0.361 -0.828 -1.781
C 1.030 0.326 -1.356
C 0.313 1.410 -0.811
C -1.073 1.280 -0.613
H -1.596 -1.757 -2.128
H 0.829 -1.566 -2.342
H 2.120 0.303 -1.407
H 0.810 2.336 -0.428
H -1.705 1.955 -0.092
C -5.448 3.385 -3.364
C -3.992 3.227 -3.587
O -3.798 2.220 -4.667
S -2.355 1.688 -5.068
C -2.756 -0.021 -5.345
O -1.952 2.231 -6.367
O -1.398 1.779 -3.957
H -5.900 3.920 -4.269
H -5.679 3.827 -2.415
H -5.892 2.376 -3.497
H -3.539 4.150 -3.916
H -3.469 2.923 -2.685
H -3.016 -0.380 -4.358
H -1.901 -0.536 -5.803
H -3.672 -0.118 -5.880
C -4.322 4.987 1.339
C -3.299 4.105 0.685
O -2.106 4.738 0.157
S -2.289 5.949 -0.847
C -1.225 5.378 -2.086
O -3.652 5.956 -1.312
O -1.625 7.090 -0.323
H -4.748 5.620 0.648
H -3.869 5.654 2.097
H -5.158 4.432 1.779
H -2.783 3.410 1.368
H -3.759 3.518 -0.095
H -1.090 6.276 -2.745
H -1.611 4.609 -2.748
H -0.235 5.121 -1.632
C 5.943 -3.030 1.901
C 4.944 -2.035 2.297
O 3.608 -2.541 1.900
S 2.539 -1.410 1.846
C 1.199 -2.401 1.178
O 2.306 -0.949 3.195
O 2.963 -0.416 0.919
H 6.010 -3.084 0.808
H 5.557 -4.029 2.236
H 6.886 -2.743 2.386
H 4.862 -1.834 3.347
H 5.223 -1.068 1.795
H 1.249 -3.395 1.620
H 1.467 -2.364 0.131
H 0.274 -1.911 1.406
C 3.739 2.241 2.696
C 2.314 2.134 3.162
O 1.670 3.520 3.178
S 0.429 3.893 2.309
C 0.025 5.451 2.962
O 0.823 3.914 0.932
O -0.553 2.981 2.738
H 4.234 3.063 3.211
H 3.845 2.285 1.595
H 4.236 1.319 3.046
H 1.759 1.610 2.405
H 2.112 1.661 4.118
H -0.645 5.260 3.806
H -0.515 6.016 2.172
H 0.911 6.024 3.149
C 5.393 3.178 -7.956
C 4.936 1.899 -7.284
O 3.503 1.855 -7.482
S 2.639 1.572 -6.168
C 0.966 1.930 -6.634
O 2.742 0.144 -5.930
O 2.957 2.528 -5.123
H 6.327 3.557 -7.542
H 4.670 3.943 -7.729
H 5.278 3.000 -9.017
H 5.252 0.993 -7.756
H 5.157 1.835 -6.284
H 0.479 1.768 -5.685
H 0.716 1.197 -7.422
H 0.880 2.975 -6.886
C 6.525 -0.125 -2.695
C 5.202 -0.718 -2.976
O 5.444 -2.035 -3.612
S 4.220 -3.034 -3.847
C 4.020 -3.045 -5.600
O 4.509 -4.357 -3.390
O 3.115 -2.392 -3.229
H 6.500 0.966 -2.567
H 7.127 -0.330 -3.558
H 7.018 -0.548 -1.851
H 4.610 -0.907 -2.027
H 4.496 -0.152 -3.615
H 3.887 -1.919 -5.883
H 3.047 -3.512 -5.725
H 4.862 -3.488 -6.093
C -1.323 -0.712 3.513
C -1.226 -1.667 4.712
N -2.336 -2.535 5.081
C -2.590 -3.420 3.973
C -1.552 -4.654 4.008
C -3.534 -1.637 5.357
C -3.118 -0.677 6.493
H -0.340 -0.293 3.306
H -1.947 0.208 3.693
H -1.775 -1.181 2.676
H -0.380 -2.450 4.444
H -0.833 -1.169 5.600
H -3.616 -3.857 4.021
H -2.587 -2.855 3.066
H -1.516 -4.991 5.021
H -1.946 -5.465 3.464
H -0.605 -4.286 3.708
H -4.474 -2.232 5.614
H -3.858 -0.973 4.507
H -2.440 0.047 6.045
H -2.482 -1.092 7.257
H -3.949 -0.127 6.894
C 2.215 -7.133 -1.151
C 2.120 -5.654 -0.760
N 1.033 -5.265 0.170
C -0.214 -5.101 -0.557
C -1.364 -4.483 0.186
C 0.995 -6.020 1.391
C 2.304 -6.124 2.220
H 1.329 -7.471 -1.516
H 2.638 -7.769 -0.361
H 3.112 -7.114 -1.853
H 3.109 -5.355 -0.384
H 2.021 -5.058 -1.603
H -0.043 -4.555 -1.527
H -0.595 -6.127 -0.831
H -1.651 -5.084 1.017
H -1.051 -3.549 0.583
H -2.162 -4.279 -0.520
H 0.582 -7.059 1.170
H 0.218 -5.549 1.990
H 1.957 -6.705 3.028
H 2.653 -5.163 2.619
H 3.124 -6.655 1.680
*
```

Values from the calculation:
strongest force on any atom = 4.8 eV/A
structure (SMILES) = O=[N+]([O-])c1ccccc1.O=[N+]([O-])c1ccccc1.CCOS(C)(=O)=O.CCOS(C)(=O)=O.CCOS(C)(=O)=O.CCOS(C)(=O)=O.CCOS(C)(=O)=O.CCOS(C)(=O)=O.CCN(CC)CC.CCN(CC)CC
electronic energy = -5916.15440 a.u.
frontier orbital gap = 7.674 eV



[3]
Here is a molecular structure, C3H5N3O in a non-equilibrium geometry from the OMol25 dataset. Energies are from the ωB97M-V functional and the def2-TZVPD basis.

```
! wB97M-V def2-TZVPD RIJCOSX def2/J DEFGRID3
* xyz 0 1
O 0.914 -2.003 0.972
C 0.733 -0.711 1.495
C -0.071 0.078 0.495
N -1.238 0.448 0.296
N -1.668 0.687 -0.921
C -0.185 0.435 -1.903
N 0.702 -0.007 -1.171
H 1.227 -1.866 0.065
H 1.694 -0.206 1.653
H 0.248 -0.822 2.475
H -2.495 1.307 -0.849
H -0.403 0.663 -2.948
*
```

Values from the calculation:
strongest force on any atom = 2.7 eV/A
electronic energy = -356.69963 a.u.
frontier orbital gap = 10.242 eV



[4]
Here is a single Br2OS2 molecule in a non-equilibrium geometry from the OMol25 dataset. Energies are from the ωB97M-V functional and the def2-TZVPD basis.

```
! wB97M-V def2-TZVPD RIJCOSX def2/J DEFGRID3
* xyz 0 3
O -0.703 -0.744 0.301
S -0.479 -0.621 -1.180
S 0.281 -0.227 1.891
Br -1.238 1.393 -1.921
Br 2.139 0.199 0.910
*
```

Values from the calculation:
strongest force on any atom = 5.0 eV/A
electronic energy = -6019.50843 a.u.
frontier orbital gap (spin up / spin down) = 5.893 / 5.091 eV



Please write out number 3 again, unchanged.
Here is a molecular structure, C3H5N3O in a non-equilibrium geometry from the OMol25 dataset. Energies are from the ωB97M-V functional and the def2-TZVPD basis.

```
! wB97M-V def2-TZVPD RIJCOSX def2/J DEFGRID3
* xyz 0 1
O 0.914 -2.003 0.972
C 0.733 -0.711 1.495
C -0.071 0.078 0.495
N -1.238 0.448 0.296
N -1.668 0.687 -0.921
C -0.185 0.435 -1.903
N 0.702 -0.007 -1.171
H 1.227 -1.866 0.065
H 1.694 -0.206 1.653
H 0.248 -0.822 2.475
H -2.495 1.307 -0.849
H -0.403 0.663 -2.948
*
```

Values from the calculation:
strongest force on any atom = 2.7 eV/A
electronic energy = -356.69963 a.u.
frontier orbital gap = 10.242 eV



- The lowest strongest force on any atom belongs to which entry?
  C62H58N3O5P2S4Ti